Run a
24
Properties=species:S:1:pos:R:3 method="wB97M-V/def2-TZVPD" charge=0
C -3.77348 0.86987 0.18247
C -3.35043 -0.06923 1.13880
C -2.98976 1.32751 -0.83179
C -2.09581 -0.52665 1.00761
C -1.67617 0.81216 -0.92949
C -1.19568 -0.09307 -0.00816
C 3.57076 1.36444 1.39049
C 2.28477 1.63161 1.08048
C 1.30968 -1.13703 -1.72297
N 0.72969 -2.12467 0.85311
Si 0.52070 -0.77641 -0.11525
H -4.77920 1.33532 0.30239
H -3.99199 -0.23935 1.96587
H -3.30265 2.05353 -1.63497
H -1.73794 -1.21760 1.81936
H -0.92235 1.19189 -1.65311
H 4.21366 2.14199 1.62508
H 3.77740 0.37708 1.52206
H 1.60677 2.35431 0.91219
H 1.05692 -1.97698 -2.34792
H 0.85711 -0.22656 -2.23098
H 2.49795 -1.15538 -1.69002
H 1.57431 -2.60975 1.10643
H 0.21229 -2.01412 1.71040



Run b
24
Properties=species:S:1:pos:R:3 method="wB97M-V/def2-TZVPD" smiles="CC(C)=C[SiH2]c1ccccn1" charge=0
C 3.89485 0.03141 -0.53041
C 3.79891 -1.05842 0.32193
C 2.82639 0.94980 -0.64516
C 2.48683 -1.32451 0.74204
C 1.66267 0.60897 -0.08022
C -1.48724 0.89878 -0.81543
C -2.38619 0.05851 -0.29026
C -3.57748 -0.49772 -0.98801
C -2.44149 -0.52938 1.08858
N 1.52144 -0.46137 0.58855
Si 0.06131 1.67134 0.31357
H 4.90485 0.38073 -0.88053
H 4.68996 -1.73745 0.45860
H 2.94261 1.77949 -1.29900
H 2.19527 -2.17848 1.34479
H -1.51992 0.84912 -1.89265
H -3.84817 0.07918 -1.84645
H -3.39074 -1.43414 -1.58885
H -4.45340 -0.53202 -0.23250
H -3.05231 0.18818 1.69305
H -1.57645 -0.56831 1.68890
H -2.76361 -1.59755 1.07075
H -0.02389 3.07951 0.10180
H -0.46422 1.34431 1.67692



run b (1.383 eV below the next structure)



Run a
7
Properties=species:S:1:pos:R:3 method="wB97M-V/def2-TZVPD" charge=0
C 0.38390 0.94660 0.54914
N 0.20800 1.04391 1.69941
N 0.80844 1.40115 -0.61775
O 0.79816 0.81538 -1.66650
O -1.86320 -0.91688 -0.22723
O 0.10518 -2.20244 0.48783
S -0.44047 -1.08772 -0.22491



Run b
7
Properties=species:S:1:pos:R:3 method="wB97M-V/def2-TZVPD" charge=0
C 0.06120 -0.43804 0.02643
N 1.10484 0.02364 0.57082
N -1.21610 0.25688 -0.50243
O 2.23055 0.30985 0.85744
O -1.42579 1.36248 -0.22989
O -1.76203 -0.52613 -1.22273
S 0.45547 -2.12703 0.15207



run a (2.889 eV below the next structure)



Run a
18
Properties=species:S:1:pos:R:3 method="wB97M-V/def2-TZVPD" charge=0
B -2.28494 0.43972 -0.64816
C 0.92934 0.87619 1.13353
C 0.43514 -1.52993 0.27830
C 0.80442 0.28239 -1.26562
C 0.21026 -0.07731 0.05789
N -1.20536 0.24560 0.08127
H -3.21767 0.87605 -0.19610
H -2.28847 0.09957 -1.78411
H 0.64359 0.77117 2.19687
H 1.94807 0.41196 1.23422
H 1.13860 1.99730 0.97531
H -0.42203 -2.15538 0.39857
H 0.95906 -1.83374 1.22011
H 0.97680 -1.93810 -0.65553
H 0.44311 -0.51455 -2.04919
H 0.46692 1.25885 -1.49689
H 1.91737 0.41005 -1.10717
H -1.45422 0.38016 1.62671



Run b
18
Properties=species:S:1:pos:R:3 method="wB97M-V/def2-TZVPD" smiles=BN[C@H](C)CC charge=0
B 1.28315 1.78610 -0.98014
C 0.81162 -1.93072 -0.13451
C -1.58523 1.00260 0.73729
C -0.44187 -1.15455 0.35488
C -0.48690 0.26967 -0.08991
N 0.72982 1.02665 0.00396
H 2.50109 1.98412 -0.98522
H 0.55814 2.29851 -1.69890
H 0.52987 -3.03125 -0.15355
H 1.28989 -1.68148 -1.00887
H 1.54455 -1.93611 0.70521
H -2.44731 0.27531 0.83725
H -1.26421 1.29846 1.61833
H -1.81581 1.89869 0.09848
H -1.21584 -1.67357 -0.10470
H -0.51772 -1.24088 1.33772
H -0.81968 0.34752 -1.07323
H 1.34644 0.46093 0.53589



run b (2.506 eV below the next structure)



Run a
57
Properties=species:S:1:pos:R:3 method="wB97M-V/def2-TZVPD" charge=0
C -1.52302 -2.12224 1.22172
N -0.30405 -1.95179 0.39469
C -0.54361 -1.07120 -0.79816
C 0.72528 -1.29910 -1.71154
C 1.02025 0.11622 -2.30035
O 1.91457 0.76718 -1.90061
C -1.06910 -2.74482 2.55694
H -2.17686 -1.28093 1.56104
H -2.15107 -2.96288 0.70832
H 0.49622 -1.50896 1.03146
H -0.78548 -0.03247 -0.72846
H -1.60604 -1.40178 -1.24279
H 1.61534 -1.73721 -0.91976
H 0.71791 -2.08599 -2.51466
H 0.27546 0.44700 -3.03779
H -0.30626 -3.47873 2.21886
H -0.63439 -2.14458 3.34772
H -1.99748 -3.27578 2.96490
H 3.24110 -0.46113 -0.67936
H 2.13928 -0.00945 0.39747
O 3.12162 -0.27430 0.25786
H 1.63550 -5.07031 -0.30387
H 1.13997 -3.74683 -0.58982
O 1.62881 -4.40124 -1.07636
H 0.50918 0.48934 2.80220
H 1.51730 1.44764 2.02864
O 0.68458 0.88570 1.93994
H -1.25794 1.78585 1.14679
H -0.05007 2.68291 1.24240
O -0.90683 2.67075 1.45449
H -1.35268 -1.87885 -3.88699
H -2.27268 -0.79318 -3.31999
O -1.64450 -0.99864 -3.91214
H 2.05346 2.73122 -0.11616
H 3.00177 1.90179 0.73089
O 2.15264 2.31937 0.70826
H 0.86427 -0.65079 5.00032
H 0.32092 0.81070 4.64163
O 0.89666 0.01188 4.31824
H -4.16648 0.40744 -1.83603
H -4.41244 -0.97005 -1.27999
O -3.80214 -0.48383 -1.76685
H -4.94639 0.42902 0.39024
H -4.14977 1.78896 0.51736
O -4.64949 1.32298 -0.10370
H -0.97136 0.70534 -4.72817
H -2.11601 1.48819 -3.89710
O -1.17846 1.47869 -4.04522
H -0.18708 3.22139 3.97117
H -0.80686 2.17923 3.08691
O -0.54674 2.35996 4.04046
H -0.09008 2.74568 -3.92120
H 1.06538 2.96433 -3.03310
O 0.66299 3.40192 -3.71218
H 3.28436 -0.59541 3.15024
H 4.64997 -1.06737 2.66451
O 3.96375 -1.14591 3.28001



Run b
57
Properties=species:S:1:pos:R:3 method="wB97M-V/def2-TZVPD" charge=0
O 0.17503 -3.92324 -3.07660
C -0.73215 -3.15545 -2.87017
C -1.02941 -2.44144 -1.56228
C -0.93324 -0.88064 -1.91345
C -1.68956 -0.07255 -0.84085
C -1.63563 1.43610 -0.88905
N -0.00836 -2.81436 -0.62859
H -1.43906 -2.80356 -3.57571
H -2.14373 -2.77949 -1.26921
H -1.44651 -0.74922 -2.90279
H 0.10963 -0.62903 -1.88815
H -2.75578 -0.31620 -0.97769
H -1.35470 -0.36632 0.16649
H -2.36673 1.88436 -1.59491
H -1.87116 1.90544 0.11876
H -0.65555 1.84096 -1.03405
H -0.23480 -2.77465 0.33670
H 0.63335 -3.50171 -0.97504
H 1.74188 2.83422 1.63388
H 1.80023 1.20277 1.79231
O 1.99547 2.07676 2.11862
H 1.62925 -0.65383 -4.56070
H 0.93969 -1.88085 -4.01102
O 0.78071 -0.96028 -4.24418
H 0.82541 3.64286 -1.56674
H 1.59732 2.75768 -2.50295
O 0.70668 2.89567 -2.15740
H -4.89867 -1.72810 0.82068
H -4.53706 -2.87443 1.76929
O -4.92777 -2.68951 0.90982
H 1.57037 1.12970 -3.58743
H 3.14820 1.36918 -3.46799
O 2.44265 0.95488 -3.95095
H -3.49681 -1.46735 3.99158
H -2.48740 -2.37513 3.21374
O -3.44963 -2.11519 3.29093
H 0.17246 3.09386 3.45276
H -0.35392 1.77699 2.89194
O -0.42374 2.72049 2.78641
H 1.35940 -1.49900 -1.09028
H 1.59449 -0.04926 -0.94900
O 1.99962 -0.88913 -0.69448
H 1.54314 0.53565 3.54862
H 1.28477 -0.58496 4.49490
O 0.86411 0.19827 4.11514
H 2.81497 -1.38113 2.22338
H 1.87377 -0.79072 1.10905
O 1.98637 -0.91966 2.06560
H -0.35895 -1.25559 3.90028
H 0.06580 -2.02613 2.66028
O -0.71402 -1.80099 3.17067
H -0.01359 3.74679 1.34521
H 1.30502 3.73739 0.70420
O 0.45738 4.16674 0.60080
H 2.65256 3.87424 -0.24240
H 3.10046 2.40875 0.25861
O 2.78774 2.95934 -0.46661



run b (2.535 eV below the next structure)